{
  "formula": "H2NO5PS",
  "method": "wB97M-V/def2-TZVPD",
  "homo_lumo_gap_ev": 7.6,
  "homo_energy_ha": -0.0290,
  "smiles": "N[P@](=O)([O-])S(=O)(=O)[O-]",
  "charge": -2,
  "lumo_energy_ha": 0.2516,
  "relative_energy_kj_mol": 76.2,
  "species": ["N", "P", "O", "O", "S", "O", "O", "O", "H", "H"],
  "positions_angstrom": [[-1.228, -0.789, 0.609], [-0.271, 0.676, 0.809], [0.438, 0.683, 2.064], [-1.124, 1.835, 0.518], [0.944, 0.158, -0.835], [2.022, -0.830, -0.594], [1.534, 1.410, -1.610], [-0.073, -0.538, -1.641], [-0.704, -1.629, 0.988], [-1.538, -0.976, -0.307]],
  "nbo_charge": [-1.2261, 2.0804, -1.1858, -1.1726, 1.9468, -1.0507, -1.0596, -1.0882, 0.3592, 0.3967]
}

---

{
  "formula": "C32H37F18MgO17",
  "method": "wB97M-V/def2-TZVPD",
  "homo_lumo_gap_ev": 5.9,
  "homo_energy_ha": -0.1607,
  "charge": -1,
  "lumo_energy_ha": 0.0547,
  "relative_energy_kj_mol": 376.2,
  "species": ["Mg", "C", "C", "C", "O", "C", "C", "C", "O", "O", "O", "H", "H", "C", "C", "O", "H", "H", "H", "H", "H", "C", "C", "O", "C", "O", "C", "F", "F", "F", "H", "H", "H", "H", "H", "C", "C", "O", "C", "O", "C", "F", "F", "F", "H", "H", "H", "H", "H", "C", "C", "O", "C", "O", "C", "F", "F", "F", "H", "H", "H", "H", "H", "C", "C", "O", "C", "O", "C", "F", "F", "F", "H", "H", "H", "H", "H", "C", "C", "O", "C", "O", "C", "F", "F", "F", "H", "H", "H", "H", "H", "C", "C", "O", "C", "O", "C", "F", "F", "F", "H", "H", "H", "H", "H"],
  "positions_angstrom": [[14.638, 7.049, 20.084], [16.214, 10.800, 20.337], [15.508, 9.517, 20.125], [13.956, 9.606, 19.883], [13.441, 8.494, 19.827], [13.333, 10.974, 19.843], [14.082, 12.079, 20.144], [15.583, 12.021, 20.434], [16.335, 13.073, 20.638], [13.559, 13.287, 20.083], [16.047, 8.390, 20.280], [17.289, 10.808, 20.433], [12.301, 11.237, 19.661], [11.732, 4.468, 18.566], [12.119, 4.922, 19.933], [13.344, 5.592, 20.111], [11.856, 5.260, 17.828], [10.688, 4.160, 18.632], [12.330, 3.641, 18.182], [12.054, 4.066, 20.605], [11.269, 5.498, 20.300], [13.758, 8.992, 16.070], [13.489, 7.480, 16.046], [14.733, 6.709, 15.919], [15.568, 6.495, 16.988], [15.245, 6.814, 18.125], [16.846, 5.780, 16.608], [17.818, 6.369, 17.333], [16.668, 4.483, 16.833], [17.168, 5.981, 15.328], [14.372, 9.218, 16.942], [12.805, 9.520, 16.066], [14.233, 9.226, 15.117], [12.803, 7.082, 15.297], [13.081, 7.301, 17.040], [14.459, 1.169, 17.488], [14.378, 0.365, 16.209], [15.626, -0.295, 15.919], [15.883, -1.510, 16.341], [15.187, -2.164, 17.127], [17.301, -1.953, 15.964], [17.267, -3.232, 15.516], [17.796, -1.155, 14.997], [18.171, -1.928, 16.991], [13.699, 1.946, 17.571], [15.427, 1.663, 17.568], [14.255, 0.506, 18.329], [14.179, 0.996, 15.343], [13.571, -0.366, 16.158], [15.660, 2.504, 21.246], [16.307, 2.901, 19.926], [17.354, 3.793, 20.154], [17.287, 5.111, 20.514], [16.233, 5.786, 20.463], [18.628, 5.724, 21.016], [18.420, 6.714, 21.817], [19.360, 4.944, 21.673], [19.275, 6.244, 19.913], [15.267, 3.360, 21.794], [16.436, 2.040, 21.855], [14.930, 1.702, 21.136], [15.452, 3.304, 19.383], [16.636, 2.056, 19.321], [7.659, 4.667, 16.125], [7.435, 6.188, 15.880], [6.903, 6.844, 17.035], [5.637, 6.729, 17.429], [4.824, 5.934, 16.895], [5.248, 7.724, 18.520], [4.201, 8.389, 18.183], [5.052, 7.032, 19.648], [6.324, 8.470, 18.669], [6.708, 4.197, 16.375], [8.304, 4.528, 16.993], [8.111, 4.141, 15.284], [6.743, 6.414, 15.069], [8.387, 6.685, 15.690], [11.099, 8.109, 22.300], [11.640, 9.537, 22.435], [11.363, 10.063, 23.768], [11.465, 11.359, 24.089], [12.122, 12.194, 23.429], [10.621, 11.710, 25.363], [11.481, 12.173, 26.298], [9.801, 12.740, 25.152], [9.866, 10.696, 25.839], [11.637, 7.748, 21.424], [10.073, 8.144, 21.935], [11.257, 7.477, 23.174], [11.266, 10.180, 21.638], [12.699, 9.438, 22.200], [9.640, 7.686, 18.720], [10.225, 9.063, 18.280], [9.418, 9.824, 17.404], [9.303, 9.438, 16.092], [9.969, 8.581, 15.564], [8.190, 10.249, 15.307], [8.774, 11.039, 14.397], [7.410, 9.319, 14.771], [7.447, 10.963, 16.192], [9.404, 7.046, 17.869], [8.787, 7.676, 19.398], [10.477, 7.258, 19.271], [11.209, 8.965, 17.822], [10.302, 9.660, 19.189]],
  "mulliken_charge": [1.9910, -0.7487, 0.6323, 0.7606, -0.0045, -1.2180, 0.4187, 0.1581, -0.7315, -0.7652, -0.4427, 0.4039, 0.3679, 0.3301, -0.4794, -0.4265, 0.0181, 0.3054, -0.7463, 0.3591, 0.1409, -0.9430, 0.4058, -0.3962, 0.0941, -1.0221, 0.7895, -0.2334, -0.2009, -0.2699, 0.1473, 0.2706, 0.4200, 0.4014, -0.3302, -0.1638, -0.5144, -0.3102, 0.4332, -0.5564, 0.8402, -0.2460, -0.2369, -0.2416, -0.2397, 0.1100, 0.3658, 0.3253, 0.3764, -1.4348, 0.2680, -0.3626, 0.2439, -0.4529, 0.7282, -0.2320, -0.2443, -0.2568, 0.2970, 0.3949, 0.3981, -0.1417, 0.5683, -1.2657, -0.0414, -0.0768, 0.3123, -0.6020, 0.8644, -0.2424, -0.2696, -0.1861, 0.3780, 0.2561, 0.3800, 0.4798, 0.0402, -0.5806, 0.3361, -0.2905, 0.4168, -0.5251, 0.7736, -0.2523, -0.2615, -0.2344, -0.2496, 0.2797, 0.3503, 0.2962, -0.1119, 0.0781, 0.6059, -0.4262, 0.4419, -0.5430, 0.7567, -0.2357, -0.2240, -0.2359, -0.1873, 0.2540, -0.3294, -0.2289, 0.1285]
}

---

{
  "formula": "C2H6N2OS",
  "method": "wB97M-V/def2-TZVPD",
  "homo_lumo_gap_ev": 10.2,
  "homo_energy_ha": -0.3520,
  "smiles": "[H]/N=C(\\CS)NO",
  "lumo_energy_ha": 0.0244,
  "relative_energy_kj_mol": 252.7,
  "species": ["H", "N", "C", "C", "S", "N", "O", "H", "H", "H", "H", "H"],
  "positions_angstrom": [[0.518, -0.766, 1.972], [0.714, 0.178, 1.630], [0.394, 0.226, 0.439], [-0.237, -0.863, -0.482], [-0.547, -2.416, 0.425], [0.710, 1.441, -0.256], [-0.127, 1.794, -1.287], [-1.230, -0.480, -0.706], [0.261, -1.092, -1.412], [-1.433, -1.838, 1.258], [0.563, 2.105, 0.497], [0.415, 1.711, -2.078]],
  "nbo_charge": [0.3544, -0.6661, 0.4071, -0.6057, -0.0271, -0.3433, -0.5669, 0.2455, 0.2454, 0.1247, 0.3610, 0.4712]
}

---

{
  "formula": "C25H43Cl16N3S2",
  "method": "wB97M-V/def2-TZVPD",
  "homo_lumo_gap_ev": 7.1,
  "homo_energy_ha": -0.2843,
  "lumo_energy_ha": -0.0226,
  "species": ["N", "C", "C", "C", "C", "C", "C", "C", "S", "C", "N", "S", "N", "C", "H", "H", "H", "H", "H", "H", "H", "H", "H", "H", "H", "Cl", "C", "C", "Cl", "H", "H", "H", "H", "Cl", "C", "C", "Cl", "H", "H", "H", "H", "Cl", "C", "C", "Cl", "H", "H", "H", "H", "Cl", "C", "C", "Cl", "H", "H", "H", "H", "Cl", "C", "C", "Cl", "H", "H", "H", "H", "Cl", "C", "C", "Cl", "H", "H", "H", "H", "Cl", "C", "C", "Cl", "H", "H", "H", "H", "Cl", "C", "C", "Cl", "H", "H", "H", "H"],
  "positions_angstrom": [[-2.144, -0.058, -2.651], [-1.804, -0.193, -1.232], [-0.379, -0.193, -0.869], [0.048, -0.287, 0.604], [-1.002, -0.397, 1.629], [-0.593, -0.454, 3.154], [-0.757, -1.888, 3.794], [-0.273, -1.961, 5.332], [0.306, -0.355, 6.045], [-2.467, -0.430, 1.312], [-3.586, -0.519, 2.134], [-4.889, -0.496, 1.079], [-4.225, -0.370, -0.455], [-2.866, -0.330, -0.156], [-2.977, 0.555, -2.639], [-1.409, 0.568, -3.024], [0.434, -0.126, -1.639], [1.137, -0.251, 0.857], [0.494, -0.148, 3.191], [-1.234, 0.314, 3.686], [-1.816, -2.285, 3.730], [-0.127, -2.640, 3.223], [-1.086, -2.353, 6.013], [0.594, -2.681, 5.430], [-0.672, 0.601, 5.829], [0.620, 1.416, -3.861], [1.563, 2.891, -3.513], [1.179, 3.511, -2.189], [-0.462, 4.205, -2.222], [1.420, 3.587, -4.340], [2.612, 2.597, -3.494], [1.863, 4.327, -1.952], [1.223, 2.784, -1.377], [-4.498, -5.412, 3.733], [-4.930, -4.188, 2.512], [-6.428, -4.041, 2.355], [-7.175, -5.479, 1.610], [-4.454, -4.465, 1.571], [-4.500, -3.242, 2.846], [-6.649, -3.196, 1.701], [-6.916, -3.866, 3.314], [-5.458, 3.109, 2.238], [-6.942, 3.050, 3.222], [-6.769, 2.205, 4.465], [-6.594, 0.474, 4.082], [-7.750, 2.677, 2.594], [-7.175, 4.078, 3.505], [-7.648, 2.301, 5.103], [-5.896, 2.513, 5.041], [-5.962, -3.335, -1.695], [-6.316, -5.071, -1.884], [-7.345, -5.331, -2.961], [-8.964, -4.746, -2.500], [-6.639, -5.456, -0.917], [-5.375, -5.558, -2.147], [-7.435, -6.405, -3.134], [-7.070, -4.857, -3.903], [4.511, 3.313, -2.529], [5.737, 2.039, -2.280], [5.296, 1.015, -1.259], [5.230, 1.697, 0.384], [6.670, 2.521, -1.989], [5.891, 1.556, -3.246], [6.008, 0.191, -1.232], [4.313, 0.608, -1.497], [3.219, -1.126, -7.703], [1.456, -1.239, -7.937], [0.689, -0.875, -6.685], [0.896, -2.084, -5.393], [1.223, -2.251, -8.270], [1.199, -0.548, -8.741], [-0.378, -0.828, -6.906], [0.998, 0.094, -6.293], [9.117, 1.513, -0.491], [9.179, 0.322, 0.835], [9.214, -1.104, 0.329], [7.678, -1.595, -0.429], [8.322, 0.498, 1.485], [10.086, 0.532, 1.402], [9.386, -1.786, 1.162], [10.010, -1.251, -0.401], [6.021, 4.062, 3.446], [6.346, 5.643, 2.690], [6.127, 5.614, 1.194], [7.347, 4.624, 0.356], [7.366, 5.934, 2.940], [5.663, 6.359, 3.149], [6.207, 6.624, 0.789], [5.142, 5.223, 0.939]],
  "mulliken_charge": [-0.5306, 0.0746, -0.5920, -1.0704, 0.5112, -0.7924, 0.1306, -0.6235, -0.2480, 0.2894, -0.5577, 0.1817, -0.6356, 0.9087, 0.3384, 0.0945, 0.4583, 0.3787, 0.4900, 0.2587, -0.1073, 0.2943, 0.3244, 0.3137, 0.1359, -0.2084, -0.3523, -0.3325, -0.2105, 0.4461, -0.0019, 0.3415, 0.2769, -0.2067, 0.0155, -0.3673, -0.2257, 0.2672, -0.0434, 0.1317, 0.4312, -0.1490, -0.4928, -0.4590, -0.1441, 0.3049, 0.3302, 0.3163, 0.3061, -0.1360, -0.1327, -0.4221, -0.1888, -0.0362, 0.2856, 0.3065, 0.3225, -0.2391, -0.3807, 0.0611, -0.1382, 0.1805, 0.3793, -0.1788, 0.3008, -0.1916, -0.4364, -0.3307, -0.1808, 0.3227, 0.3018, 0.3160, 0.1987, -0.1710, -0.4800, -0.4054, -0.1919, 0.2765, 0.3656, 0.3071, 0.3048, -0.1716, -0.4316, -0.4901, -0.1208, 0.3066, 0.2995, 0.3561, 0.2632]
}

---

{
  "formula": "C12H24Al2BrCaCl2F5N5O4",
  "method": "wB97M-V/def2-TZVPD",
  "homo_lumo_gap_ev": 1.9,
  "homo_energy_ha": -0.2563,
  "charge": 1,
  "lumo_energy_ha": -0.1876,
  "species": ["F", "C", "C", "N", "C", "C", "N", "C", "H", "H", "H", "H", "H", "H", "H", "H", "C", "N", "O", "O", "H", "H", "H", "Cl", "C", "C", "N", "C", "C", "N", "C", "C", "H", "H", "H", "H", "H", "H", "H", "H", "H", "H", "H", "O", "H", "Cl", "Al", "F", "Al", "F", "F", "F", "O", "H", "Ca", "Br"],
  "positions_angstrom": [[2.375, -3.403, -1.479], [2.380, -2.187, -0.676], [1.873, -2.630, 0.779], [2.214, -1.682, 1.881], [1.104, -1.317, 2.779], [1.809, -0.368, 3.787], [3.194, -0.298, 3.380], [3.500, -1.097, 2.226], [3.442, -1.739, -0.696], [1.677, -1.454, -1.217], [0.731, -2.714, 0.720], [2.262, -3.704, 0.973], [0.018, -1.662, 2.734], [1.320, 0.144, 4.677], [3.900, 0.246, 3.891], [4.480, -1.269, 1.680], [2.030, -1.315, -4.510], [2.643, -0.097, -3.917], [3.850, 0.038, -4.032], [1.888, 0.687, -3.355], [2.813, -1.913, -4.973], [1.549, -1.869, -3.705], [1.304, -0.987, -5.254], [0.535, -4.012, -2.554], [0.905, 1.426, -0.398], [-0.388, 1.671, 0.353], [-0.626, 3.074, 0.724], [0.024, 4.203, 0.262], [-0.532, 5.269, 0.898], [-1.519, 4.771, 1.722], [-1.572, 3.444, 1.594], [-2.383, 5.551, 2.603], [1.767, 1.785, 0.174], [1.039, 0.360, -0.582], [0.902, 1.934, -1.365], [-0.384, 1.088, 1.278], [-1.241, 1.345, -0.247], [0.813, 4.117, -0.463], [-0.350, 6.329, 0.867], [-2.257, 2.782, 2.105], [-2.255, 5.199, 3.628], [-3.420, 5.418, 2.292], [-2.120, 6.607, 2.548], [0.382, -4.528, 3.233], [0.802, -3.683, 3.087], [0.445, -6.528, -3.180], [-1.624, -3.962, 3.167], [-3.492, 0.092, 0.690], [-4.689, 0.472, -0.574], [-5.965, -0.764, -0.579], [-3.884, 0.503, -2.154], [-5.404, 2.063, -0.245], [-2.952, -3.939, -3.526], [-2.289, -4.587, -3.734], [-3.946, -4.331, -5.472], [-6.675, -2.578, -1.847]],
  "mulliken_charge": [-0.3109, -0.0063, -0.3060, 0.2918, 0.0079, -0.5381, -0.0901, -0.1621, 0.2763, -0.0793, 0.2438, 0.2950, 0.1779, 0.3894, 0.2466, 0.4006, -0.4276, 0.8939, -0.5364, -0.5327, 0.2853, 0.0078, 0.2986, -0.2194, -1.0375, 0.1726, 0.2521, -0.2183, -0.5689, 0.1253, -0.2991, -0.8057, 0.3813, -0.3469, 0.6468, 0.2376, 0.1081, 0.4702, 0.4194, 0.4739, 0.3346, 0.3524, 0.2946, -0.8106, 0.3965, -0.2747, 0.5203, -0.4312, 0.7723, -0.3397, -0.4522, -0.4671, -0.8972, 0.3093, 1.4487, -0.3727]
}

---

{
  "formula": "C5H13NO2",
  "method": "wB97M-V/def2-TZVPD",
  "homo_lumo_gap_ev": 8.7,
  "homo_energy_ha": -0.3311,
  "lumo_energy_ha": -0.0127,
  "relative_energy_kj_mol": 641.7,
  "species": ["C", "C", "C", "C", "O", "N", "C", "O", "H", "H", "H", "H", "H", "H", "H", "H", "H", "H", "H", "H", "H"],
  "positions_angstrom": [[1.722, 0.625, 0.706], [0.572, -0.351, 0.597], [-0.755, 0.432, 0.766], [-2.042, -0.173, 0.288], [-3.131, 0.933, -0.232], [0.441, -1.158, -0.750], [1.575, -1.751, -0.657], [0.044, 1.211, -2.133], [1.582, 1.236, 1.601], [2.713, 0.163, 0.726], [1.774, 1.389, -0.069], [0.597, -1.031, 1.460], [-0.633, 1.397, 0.270], [-0.780, 0.597, 1.847], [-1.838, -0.601, -0.692], [-2.458, -1.005, 0.862], [-2.921, 0.775, 0.710], [0.271, 0.283, -1.934], [1.800, -2.612, -0.005], [2.374, -1.561, -1.396], [-0.907, 1.201, -1.966]],
  "nbo_charge": [-0.6447, -0.0437, -0.4502, -0.1983, -0.7007, -0.5675, 0.1146, -0.9751, 0.2257, 0.2093, 0.2456, 0.1904, 0.2494, 0.2037, 0.2353, 0.2052, 0.4559, 0.4846, 0.1448, 0.1512, 0.4645]
}